1.
Here is a molecular structure, C36H99AsF6N9O9 from the Open Molecules 2025 dataset. Energies are from the ωB97M-V functional and the def2-TZVPD basis.

Cartesian coordinates (Å):
1 As -0.33 -0.83 0.46
2 F -1.12 -2.24 1.12
3 F 0.14 -0.35 2.16
4 F 0.38 0.67 -0.14
5 F -0.72 -1.33 -1.22
6 F -1.95 0.08 0.59
7 F 1.24 -1.71 0.41
8 C -2.23 -8.93 6.11
9 C -1.81 -8.13 4.83
10 C -1.86 -9.03 3.55
11 O -1.07 -10.24 3.64
12 C 0.30 -10.00 3.87
13 N -2.83 -7.08 4.76
14 H -3.31 -9.07 6.13
15 H -1.92 -8.43 7.02
16 H -1.73 -9.90 6.10
17 H -0.84 -7.70 5.08
18 H -1.62 -8.40 2.69
19 H -2.88 -9.36 3.38
20 H 0.53 -10.17 4.92
21 H 0.72 -9.05 3.53
22 H 0.91 -10.74 3.36
23 H -2.58 -6.55 5.58
24 H -2.56 -6.44 4.03
25 C 0.96 -1.00 9.61
26 C -0.13 -0.05 9.07
27 C 0.28 1.43 8.77
28 O 1.04 1.87 9.89
29 C 1.69 3.15 9.72
30 N -0.72 -0.69 7.94
31 H 0.49 -1.96 9.85
32 H 1.36 -0.67 10.57
33 H 1.83 -0.99 8.95
34 H -0.84 0.00 9.89
35 H -0.56 2.09 8.60
36 H 0.96 1.42 7.91
37 H 2.14 3.56 10.63
38 H 0.94 3.88 9.42
39 H 2.43 3.03 8.93
40 H -0.05 -0.79 7.19
41 H -1.42 -0.05 7.57
42 C 4.73 4.55 -3.72
43 C 4.70 5.93 -3.18
44 C 6.06 6.48 -2.69
45 O 5.82 7.84 -2.26
46 C 7.01 8.49 -1.74
47 N 4.18 6.88 -4.19
48 H 3.74 4.20 -4.03
49 H 5.06 3.92 -2.89
50 H 5.46 4.52 -4.52
51 H 3.95 5.95 -2.38
52 H 6.75 6.45 -3.53
53 H 6.46 5.88 -1.88
54 H 7.34 7.82 -0.94
55 H 6.58 9.40 -1.31
56 H 7.77 8.77 -2.47
57 H 4.25 7.84 -3.87
58 H 4.94 6.82 -4.85
59 C -6.53 4.68 4.31
60 C -7.29 3.39 4.50
61 C -8.56 3.36 3.57
62 O -9.28 4.60 3.74
63 C -10.64 4.68 3.18
64 N -6.48 2.24 4.25
65 H -5.84 4.54 3.48
66 H -5.90 4.82 5.18
67 H -7.09 5.61 4.17
68 H -7.48 3.42 5.58
69 H -9.14 2.48 3.84
70 H -8.23 3.35 2.53
71 H -11.04 5.67 3.39
72 H -11.35 3.93 3.55
73 H -10.58 4.47 2.11
74 H -5.91 2.27 3.41
75 H -7.13 1.50 4.03
76 C -7.45 -4.85 0.16
77 C -7.37 -3.35 0.48
78 C -8.42 -2.56 -0.42
79 O -8.20 -2.76 -1.81
80 C -7.09 -2.20 -2.44
81 N -7.76 -3.25 1.85
82 H -6.83 -5.50 0.77
83 H -7.20 -5.04 -0.89
84 H -8.48 -5.22 0.20
85 H -6.42 -2.84 0.34
86 H -8.37 -1.50 -0.15
87 H -9.44 -2.87 -0.22
88 H -7.28 -2.16 -3.52
89 H -6.28 -2.90 -2.22
90 H -6.85 -1.22 -2.03
91 H -8.71 -3.58 1.86
92 H -7.12 -3.88 2.32
93 C -1.98 1.64 -7.89
94 C -1.55 2.30 -9.25
95 C -2.74 2.95 -10.02
96 O -3.40 3.75 -9.06
97 C -4.70 4.04 -9.61
98 N -0.52 3.26 -8.97
99 H -2.78 0.90 -7.95
100 H -2.33 2.34 -7.12
101 H -1.13 1.08 -7.52
102 H -1.14 1.55 -9.92
103 H -3.33 2.15 -10.46
104 H -2.44 3.55 -10.88
105 H -5.26 4.72 -8.96
106 H -5.28 3.15 -9.84
107 H -4.61 4.63 -10.52
108 H -0.21 3.77 -9.79
109 H 0.30 2.70 -8.78
110 C 11.32 -3.08 -6.27
111 C 11.37 -2.94 -4.73
112 C 10.15 -3.63 -3.99
113 O 8.88 -2.97 -4.39
114 C 7.78 -3.14 -3.50
115 N 12.55 -3.55 -4.18
116 H 10.48 -2.54 -6.71
117 H 11.10 -4.12 -6.55
118 H 12.21 -2.77 -6.82
119 H 11.43 -1.87 -4.51
120 H 10.28 -3.52 -2.91
121 H 9.98 -4.68 -4.20
122 H 7.47 -4.19 -3.48
123 H 6.94 -2.49 -3.75
124 H 8.12 -2.79 -2.52
125 H 12.56 -4.53 -4.39
126 H 13.39 -3.24 -4.65
127 C -6.18 6.56 -2.79
128 C -5.29 6.86 -4.04
129 C -5.63 8.25 -4.60
130 O -4.87 8.55 -5.78
131 C -5.30 9.69 -6.52
132 N -3.93 6.78 -3.62
133 H -7.25 6.72 -2.94
134 H -6.00 7.19 -1.91
135 H -5.91 5.56 -2.46
136 H -5.51 6.20 -4.88
137 H -5.32 8.99 -3.86
138 H -6.70 8.33 -4.77
139 H -5.01 10.62 -6.04
140 H -6.37 9.65 -6.76
141 H -4.77 9.81 -7.47
142 H -3.61 6.03 -3.02
143 H -3.75 7.60 -3.07
144 C 10.46 -6.52 4.61
145 C 9.54 -7.03 3.57
146 C 8.31 -6.16 3.30
147 O 7.64 -5.90 4.51
148 C 6.37 -5.24 4.29
149 N 10.26 -7.31 2.35
150 H 10.72 -5.48 4.42
151 H 11.35 -7.14 4.66
152 H 9.98 -6.56 5.59
153 H 9.13 -7.97 3.95
154 H 7.61 -6.61 2.59
155 H 8.61 -5.22 2.83
156 H 5.60 -5.91 3.91
157 H 6.46 -4.26 3.81
158 H 6.02 -5.00 5.29
159 H 9.50 -7.51 1.71
160 H 10.63 -6.43 2.02

Summary:
Energy in a.u.: -5435.8371
Orbital gap in eV: 9.356
Net charge: -1
Spin multiplicity: 1
Relative energy (zero: lowest compared OMol25 entry of this formula, charge and spin) in kcal per mole: 123.57


2.
Here is 9 unconnected molecules or ions with the total composition C36H99N9O9 from the Open Molecules 2025 dataset. Energies are from the ωB97M-V functional and the def2-TZVPD basis.

Cartesian coordinates (Å):
1 C -16.54 14.96 -10.50
2 C -16.68 15.73 -11.80
3 C -17.49 14.88 -12.83
4 O -16.87 13.62 -12.95
5 C -17.63 12.58 -13.55
6 N -17.24 17.01 -11.49
7 H -16.22 13.91 -10.44
8 H -17.49 15.02 -9.97
9 H -15.75 15.44 -9.93
10 H -15.66 15.88 -12.15
11 H -17.48 15.33 -13.82
12 H -18.49 14.77 -12.43
13 H -16.97 11.72 -13.70
14 H -18.10 12.74 -14.52
15 H -18.36 12.22 -12.82
16 H -16.53 17.44 -10.92
17 H -17.22 17.56 -12.34
18 C -7.87 11.31 -10.92
19 C -7.36 12.53 -11.67
20 C -7.41 12.20 -13.21
21 O -8.76 12.17 -13.70
22 C -8.86 11.91 -15.12
23 N -8.13 13.72 -11.42
24 H -7.89 11.63 -9.87
25 H -7.18 10.47 -10.94
26 H -8.88 10.99 -11.16
27 H -6.33 12.73 -11.37
28 H -6.93 11.22 -13.32
29 H -6.78 12.96 -13.67
30 H -9.88 12.10 -15.44
31 H -8.75 10.85 -15.31
32 H -8.27 12.45 -15.86
33 H -7.94 14.36 -12.18
34 H -9.06 13.39 -11.66
35 C -14.76 11.35 -11.54
36 C -14.09 10.12 -12.27
37 C -12.55 10.16 -12.28
38 O -11.93 8.89 -12.53
39 C -10.50 9.04 -12.73
40 N -14.60 9.00 -11.56
41 H -14.66 11.33 -10.45
42 H -15.84 11.42 -11.67
43 H -14.35 12.30 -11.88
44 H -14.44 10.07 -13.31
45 H -12.25 10.41 -11.26
46 H -12.21 10.95 -12.95
47 H -10.25 9.80 -13.48
48 H -10.16 8.04 -12.97
49 H -10.11 9.31 -11.75
50 H -14.02 8.22 -11.84
51 H -14.32 9.10 -10.60
52 C -13.49 2.13 -12.47
53 C -14.10 3.34 -13.15
54 C -14.31 4.53 -12.23
55 O -15.16 4.17 -11.11
56 C -15.39 5.26 -10.30
57 N -13.06 3.78 -14.11
58 H -12.56 2.36 -11.94
59 H -13.29 1.39 -13.23
60 H -14.23 1.78 -11.75
61 H -15.02 3.13 -13.70
62 H -14.74 5.44 -12.65
63 H -13.36 4.84 -11.79
64 H -15.76 6.14 -10.83
65 H -14.51 5.56 -9.74
66 H -16.17 4.99 -9.58
67 H -13.20 4.76 -14.33
68 H -12.13 3.78 -13.73
69 C -17.42 7.54 -16.16
70 C -16.93 8.28 -14.90
71 C -18.17 8.79 -14.09
72 O -18.87 9.79 -14.89
73 C -20.14 10.17 -14.51
74 N -16.17 7.37 -14.06
75 H -16.66 7.22 -16.86
76 H -18.05 8.17 -16.79
77 H -18.10 6.76 -15.81
78 H -16.26 9.11 -15.11
79 H -17.89 9.24 -13.14
80 H -18.90 8.00 -13.91
81 H -20.89 9.40 -14.67
82 H -20.50 11.03 -15.07
83 H -20.31 10.44 -13.47
84 H -15.91 7.85 -13.22
85 H -16.87 6.70 -13.76
86 C -13.11 6.25 -16.94
87 C -12.71 7.15 -15.80
88 C -12.99 8.66 -16.09
89 O -12.14 9.10 -17.12
90 C -12.33 10.49 -17.30
91 N -13.30 6.64 -14.60
92 H -12.98 5.21 -16.64
93 H -12.55 6.50 -17.84
94 H -14.16 6.32 -17.22
95 H -11.65 7.04 -15.56
96 H -12.80 9.27 -15.20
97 H -14.03 8.70 -16.39
98 H -13.40 10.61 -17.44
99 H -11.84 10.86 -18.20
100 H -12.02 11.11 -16.47
101 H -14.27 6.91 -14.62
102 H -12.85 7.23 -13.92
103 C -19.12 13.11 -4.83
104 C -18.41 12.72 -6.14
105 C -19.33 12.51 -7.41
106 O -18.59 11.80 -8.43
107 C -18.92 12.14 -9.74
108 N -17.40 13.71 -6.44
109 H -19.50 12.19 -4.41
110 H -19.92 13.82 -5.02
111 H -18.40 13.51 -4.11
112 H -17.79 11.84 -5.99
113 H -19.76 13.46 -7.72
114 H -20.12 11.79 -7.19
115 H -18.83 13.23 -9.82
116 H -19.92 11.80 -10.00
117 H -18.19 11.67 -10.41
118 H -17.02 13.40 -7.33
119 H -16.70 13.61 -5.73
120 C -11.05 8.58 -7.58
121 C -11.83 8.50 -8.93
122 C -11.79 7.14 -9.54
123 O -10.53 6.73 -9.88
124 C -10.59 5.67 -10.81
125 N -13.21 8.90 -8.64
126 H -10.73 9.59 -7.32
127 H -10.08 8.09 -7.65
128 H -11.62 8.05 -6.82
129 H -11.37 9.22 -9.61
130 H -12.46 7.16 -10.40
131 H -12.30 6.45 -8.86
132 H -11.17 4.87 -10.36
133 H -9.57 5.35 -11.04
134 H -11.09 5.88 -11.75
135 H -13.14 9.83 -8.27
136 H -13.64 8.34 -7.92
137 C -7.30 7.66 -13.05
138 C -5.88 7.37 -13.48
139 C -4.79 7.82 -12.50
140 O -4.85 9.23 -12.33
141 C -3.67 9.89 -11.84
142 N -5.81 5.96 -13.78
143 H -7.48 8.71 -12.81
144 H -7.51 7.24 -12.06
145 H -8.08 7.30 -13.72
146 H -5.68 7.99 -14.35
147 H -3.81 7.60 -12.93
148 H -4.85 7.38 -11.51
149 H -3.55 9.64 -10.79
150 H -3.74 10.98 -11.80
151 H -2.82 9.62 -12.46
152 H -6.65 5.90 -14.35
153 H -6.05 5.45 -12.94

Summary:
Energy in a.u.: -2600.6954
Orbital gap (alpha / beta) in eV: 1.481 / 9.002
Net charge: -1
Spin multiplicity: 2
Relative energy (zero: lowest compared OMol25 entry of this formula, charge and spin) in kcal per mole: 0.00